Version a
C6H11NO2 | ωB97M-V/def2-TZVPD

Atoms and positions in Å:
C 1.5214 -1.3715 0.5095
C -1.8563 1.1236 -0.8491
N 0.3286 1.3311 0.5217
C 1.5641 -0.5284 -0.5887
C -0.8264 0.5776 0.0974
C -1.0795 -0.5715 0.9234
C 0.8697 0.6914 -0.6483
O 1.9462 -0.9893 -1.8315
O -0.8956 -0.3962 2.3133
H 2.4825 -1.7810 -1.7192
H -0.2139 0.2859 2.4044
H 0.2466 2.3356 0.4226
H -2.0236 -1.0786 0.7419
H 0.8801 1.2169 -1.5970
H 1.5844 -0.9382 1.4976
H 1.9665 -2.3571 0.4307
H -0.0949 -1.3378 0.6386
H -2.6489 1.6330 -0.2896
H -1.4282 1.8348 -1.5564
H -2.3224 0.3195 -1.4212

As for the HOMO energy: -7.905 eV.

Atomic partial charges in e from the natural (NBO) method, atoms 1 to 6:
1. C -0.600
2. C -0.640
3. N -0.640
4. C 0.287
5. C 0.171
6. C -0.137

***

Version b
C6H11NO2 | ωB97M-V/def2-TZVPD

Atoms and positions in Å:
C 1.9173 2.5881 -0.6097
C 0.9751 1.6738 0.1667
C 0.8893 0.2617 -0.4132
C -0.0510 -0.6234 0.3946
C -0.2414 -2.0054 -0.1469
O 0.2550 -2.4532 -1.1492
C -1.1660 -2.8938 0.6434
N -1.8866 -3.7622 0.9437
H 1.9479 3.5943 -0.1668
H 2.9436 2.1906 -0.6122
H 1.5942 2.6939 -1.6561
H 1.3037 1.6153 1.2168
H -0.0342 2.1166 0.1840
H 0.5397 0.3141 -1.4561
H 1.8936 -0.1900 -0.4412
H 0.2946 -0.7277 1.4391
H -1.0549 -0.1713 0.4624
O -3.2716 -1.2646 0.0561
H -3.3031 -0.7244 0.8537
H -3.5454 -2.2324 0.2910

As for the HOMO energy: -10.995 eV.

Atomic partial charges in e from the natural (NBO) method, atoms 1 to 6:
1. C -0.603
2. C -0.389
3. C -0.397
4. C -0.498
5. C 0.525
6. O -0.454

***

Version c
C6H11NO2 | ωB97M-V/def2-TZVPD

Atoms and positions in Å:
C 0.2756 -0.8909 1.5543
C -0.5013 0.9555 -1.7813
C 1.9623 -0.2551 -0.3339
C 0.1778 0.6008 1.7976
C -0.5515 -0.0278 -0.6547
C 0.5515 -0.2662 0.1868
N -1.6942 -0.7901 -0.5927
O -1.1697 1.1555 1.3042
O 0.8159 1.2689 2.5805
H -1.8790 0.4885 1.2822
H -2.4071 -0.6332 -1.2893
H -1.6389 -1.6933 -0.1446
H 1.1614 -1.3134 2.0192
H -0.6338 -1.4727 1.6945
H -1.3967 1.5760 -1.8218
H 0.3649 1.6050 -1.7122
H -0.4395 0.4107 -2.7265
H 2.1995 -1.1563 -0.9046
H 2.6539 -0.1777 0.5040
H 2.1488 0.6160 -0.9618

As for the HOMO energy: -7.416 eV.

Atomic partial charges in e from the natural (NBO) method, atoms 1 to 6:
1. C -0.523
2. C -0.675
3. C -0.601
4. C 0.776
5. C 0.404
6. C -0.233

***

Pick version b: it beats the second-best structure by 1.587 eV.

***

Version a
C3H9O | ωB97M-V/def2-TZVPD

Atoms and positions in Å:
O 2.2295 1.0725 2.0109
H 2.9280 1.0563 2.6747
C -0.8256 0.4144 -1.5534
C -0.4096 -0.7737 -0.6493
C -0.2043 -0.3902 0.8093
H -0.4860 1.3284 -1.0606
H -1.9106 0.5063 -1.6382
H -0.3009 0.3650 -2.5068
H 0.4797 -1.2545 -1.0565
H -1.2380 -1.4735 -0.7555
H 0.1330 0.6395 0.9258
H -0.9941 -0.5188 1.5467
H 0.5989 -0.9717 1.2530

The total charge is -1. As for the HOMO energy: -2.087 eV.

Atomic partial charges in e from the natural (NBO) method, atoms 1 to 6:
1. O -1.380
2. H 0.387
3. C -0.610
4. C -0.398
5. C -0.640
6. H 0.213

***

Version b
C3H9O | ωB97M-V/def2-TZVPD

Atoms and positions in Å:
C 1.1241 -1.3707 -0.0332
C 1.5605 -0.0875 -0.7700
H 2.0191 -1.9843 0.0554
H 0.3917 -1.9636 -0.5952
H 0.6758 -1.1437 0.9465
H 1.9143 -0.1509 -1.8349
H 0.6091 0.4789 -0.8120
H 2.3505 0.3879 -0.1859
C -2.1272 1.1882 0.6423
O -0.9210 0.4650 0.5256
H -2.8416 0.8420 1.3967
H -1.9623 2.2673 0.9158
H -2.7931 1.0715 -0.2511

The total charge is -1. As for the HOMO energy: -2.053 eV.

Atomic partial charges in e from the natural (NBO) method, atoms 1 to 6:
1. C -0.600
2. C -0.642
3. H 0.148
4. H 0.190
5. H 0.252
6. H 0.157

***

Version c
C3H9O | ωB97M-V/def2-TZVPD

Atoms and positions in Å:
O -2.2394 -0.7910 1.9103
H -2.5498 -0.1231 2.5310
C -0.2643 0.6460 -1.3312
C 0.0587 0.1905 0.0813
C 1.3949 -0.5609 0.1433
H 0.3209 1.5402 -1.5979
H -1.3253 0.8269 -1.4775
H 0.0174 -0.1217 -2.0677
H -0.7279 -0.3795 0.6046
H 0.1268 1.0566 0.7390
H 2.2109 0.0332 -0.2827
H 1.6525 -0.8290 1.1648
H 1.3246 -1.4882 -0.4174

The total charge is -1. As for the HOMO energy: -2.227 eV.

Atomic partial charges in e from the natural (NBO) method, atoms 1 to 6:
1. O -1.360
2. H 0.389
3. C -0.601
4. C -0.453
5. C -0.596
6. H 0.174

***

Pick version c: it beats the second-best structure by 0.350 eV.

***

Version a
C7H10O | ωB97M-V/def2-TZVPD

Atoms and positions in Å:
C 0.2750 -0.9432 0.3096
C -1.2152 -0.7516 -0.2148
C -0.9657 0.5824 -1.0340
C -0.6346 2.0654 -1.2016
C -0.0850 1.3120 -0.1269
C 1.0099 0.3954 0.3518
C 0.7049 -0.1756 1.5719
H 0.2931 -2.8208 0.7441
H -2.0852 -0.5539 0.4129
H -1.4413 -1.5238 -1.2504
H -0.6279 0.0492 -1.9446
H -0.0586 1.9961 -2.1026
H -1.5198 2.6709 -1.0905
H -0.6349 1.7713 0.7319
H 1.9792 0.7452 -0.0208
H 1.7112 -0.4221 2.1133
H 0.0252 0.1615 2.3042
O 0.9779 -2.1228 0.2709

As for the HOMO energy: -7.951 eV.

Atomic partial charges in e from the natural (NBO) method, atoms 1 to 6:
1. C 0.233
2. C -0.399
3. C -0.307
4. C -0.325
5. C -0.248
6. C -0.246

***

Version b
C7H10O | ωB97M-V/def2-TZVPD

Atoms and positions in Å:
C -0.6991 0.1697 1.9729
C 1.8908 -0.9757 -0.6139
C -0.6229 -0.5511 0.6527
C -0.9675 0.4617 -0.7148
C 0.3127 1.0526 -0.6698
C 1.4274 0.3881 -0.2093
C -1.9841 0.3466 -1.5439
O -0.8533 -1.7219 0.4962
H 0.2848 2.1329 -0.5486
H 2.2226 1.0318 0.1532
H -0.1366 1.0974 1.9510
H -0.3076 -0.4815 2.7542
H -1.7469 0.3735 2.1978
H -2.0090 0.8764 -2.4884
H -2.8554 -0.2309 -1.2645
H 2.7347 -0.9078 -1.3034
H 1.0848 -1.5315 -1.0873
H 2.2248 -1.5302 0.2661

As for the HOMO energy: -8.556 eV.

Atomic partial charges in e from the natural (NBO) method, atoms 1 to 6:
1. C -0.717
2. C -0.658
3. C 0.616
4. C -0.138
5. C -0.214
6. C -0.191

***

Version c
C7H10O | ωB97M-V/def2-TZVPD

Atoms and positions in Å:
C 2.8478 -0.0443 0.5828
C 1.8723 0.1154 -0.5917
C 0.6530 -0.7056 -0.3285
C -0.6375 -0.3178 -0.3227
C -2.8615 -0.5476 0.2009
C -2.4825 0.8669 0.0964
C -1.1850 1.0016 -0.2444
H 3.1234 -1.1360 0.6510
H 2.4520 0.3419 1.5726
H 3.7906 0.4425 0.2784
H 1.6688 1.1812 -0.8417
H 2.3321 -0.2001 -1.5482
H 0.8354 -1.7268 -0.1011
H -3.7399 -0.8327 -0.3986
H -3.1362 -0.8226 1.1982
H -3.2041 1.6694 0.3473
H -0.6908 1.9246 -0.3437
O -1.6378 -1.2100 -0.2072

As for the HOMO energy: -7.713 eV.

Atomic partial charges in e from the natural (NBO) method, atoms 1 to 6:
1. C -0.604
2. C -0.427
3. C -0.269
4. C 0.272
5. C -0.106
6. C -0.193

***

Version d
C7H10O | ωB97M-V/def2-TZVPD

Atoms and positions in Å:
C -0.5355 1.1173 1.1361
C -0.1834 0.5234 -0.2482
C -1.8181 0.3189 -0.6070
C -0.1076 -0.8949 -0.2421
C 1.2550 -1.0177 0.6119
C 2.0949 0.0356 -0.3597
C 1.1382 0.9473 -0.7364
H 0.2343 0.4386 1.9970
H -0.5462 2.2857 1.0485
H -1.8344 0.9326 1.4229
H -2.0915 0.1056 -1.6736
H -2.5268 0.9637 -0.1006
H 0.1197 -1.5983 -1.0923
H 1.3304 -0.5813 1.5512
H 1.6373 -2.0847 0.6964
H 3.1982 0.3714 -0.1499
H 1.4798 1.9892 -1.2183
O -1.5077 -1.1254 0.0240

As for the HOMO energy: -9.205 eV.

Atomic partial charges in e from the natural (NBO) method, atoms 1 to 6:
1. C -0.599
2. C -0.199
3. C -0.049
4. C 0.086
5. C -0.436
6. C -0.201

***

Pick version c: it beats the second-best structure by 1.661 eV.

***

Version a
C21H30N4O4S | ωB97M-V/def2-TZVPD

Atoms and positions in Å:
C -1.8358 -0.8847 3.7549
C -1.9689 0.4797 4.4194
C -1.3582 1.6014 3.5787
H -0.3484 1.3049 3.2871
H -1.2759 2.5022 4.1879
C -2.1719 1.9240 2.3123
N -1.4394 1.6236 1.0948
C -0.3792 2.3902 0.7209
N 0.3881 2.1552 -0.2880
C 0.1360 1.0524 -1.0567
C 0.9700 0.7424 -2.1342
C 0.7225 -0.3645 -2.9089
C -0.3738 -1.2145 -2.6598
C -1.2009 -0.9016 -1.5833
C -0.9512 0.2081 -0.7855
C -1.8101 0.4975 0.3568
O -2.7755 -0.1683 0.6788
H -2.0696 -1.4937 -1.3419
N -0.6666 -2.2892 -3.4763
C 0.0083 -2.4870 -4.7403
H 0.2454 -1.5233 -5.1905
C -0.9379 -3.2369 -5.6877
H -0.4280 -3.4779 -6.6219
O -1.3696 -4.4601 -5.1449
C -2.0345 -4.2478 -3.9212
C -1.1156 -3.5493 -2.9176
H -1.6436 -3.3887 -1.9808
H -0.2474 -4.2010 -2.7259
H -2.3282 -5.2328 -3.5555
H -2.9329 -3.6334 -4.0840
H -1.8077 -2.5965 -5.9013
H 0.9335 -3.0716 -4.6149
H 1.4037 -0.5872 -3.7150
H 1.8155 1.3806 -2.3423
S -0.0788 3.8328 1.6801
C 1.4530 4.4832 0.9317
H 1.3808 4.3553 -0.1459
C 2.6363 3.7395 1.5416
O 3.2895 4.1885 2.4577
N 2.8599 2.5466 0.9501
H 2.1366 2.2290 0.3044
C 3.6349 1.5236 1.6106
C 2.7708 0.7900 2.6526
O 1.5610 0.2850 2.1296
C 1.6925 -0.8813 1.3547
H 2.2432 -1.6552 1.9023
H 2.1978 -0.6899 0.4015
H 0.6816 -1.2318 1.1514
H 2.4710 1.5064 3.4221
H 3.3548 -0.0157 3.1189
H 4.4706 2.0011 2.1259
H 4.0168 0.8317 0.8571
H 1.4847 5.5348 1.2108
H -3.0798 1.3182 2.2750
H -2.4514 2.9810 2.2878
H -3.0219 0.6982 4.6104
H -1.4564 0.4574 5.3840
H -2.3603 -0.9092 2.8035
H -0.7864 -1.1112 3.5760
H -2.2529 -1.6605 4.3930

As for the HOMO energy: -7.672 eV.

Atomic partial charges in e from the natural (NBO) method, atoms 1 to 6:
1. C -0.625
2. C -0.390
3. C -0.417
4. H 0.230
5. H 0.213
6. C -0.248

***

Version b
C21H30N4O4S | ωB97M-V/def2-TZVPD

Atoms and positions in Å:
C -0.4239 -4.2310 -1.9916
H 0.3310 -3.7377 -1.3845
H -0.6468 -3.5968 -2.8458
H -0.0146 -5.1687 -2.3595
C -1.6852 -4.5065 -1.1654
N -2.2448 -3.3333 -0.5315
C -1.5926 -2.7269 0.5329
C -0.4977 -3.3422 1.1550
C 0.1559 -2.7469 2.2167
C -0.2532 -1.5225 2.7097
C -1.3411 -0.9072 2.1195
C -1.9978 -1.4890 1.0528
H -2.8294 -0.9516 0.6247
H -1.6748 0.0513 2.4883
H 0.2661 -1.0471 3.5259
H 1.0012 -3.2548 2.6593
H -0.1395 -4.3018 0.8205
C -3.3552 -2.7087 -1.2055
H -3.9317 -2.1227 -0.4895
H -4.0156 -3.4922 -1.5913
C -2.9371 -1.8046 -2.3866
N -1.9230 -0.8594 -1.9887
C -2.1967 0.4422 -1.7441
O -3.2363 0.9754 -2.0717
C -1.0470 1.1772 -1.0645
C -1.5827 2.2971 -0.1667
C -0.4756 3.3205 0.1214
N 0.8468 2.7436 -0.0300
S 1.3157 1.6733 1.1682
O 1.4072 0.3191 0.6865
O 0.5468 1.9384 2.3448
C 2.9660 2.2410 1.4419
C 4.1603 1.5861 1.2965
O 5.1505 2.4265 1.6246
N 4.6289 3.6274 1.9902
C 3.3318 3.5425 1.8922
C 2.4087 4.6524 2.2103
H 1.6140 4.2811 2.8539
H 2.9506 5.4560 2.6999
H 1.9548 5.0238 1.2930
C 4.4842 0.2064 0.8742
H 5.0855 0.2232 -0.0338
H 5.0627 -0.2925 1.6496
H 3.5570 -0.3320 0.6989
C 1.1462 2.3116 -1.3809
C -0.1009 1.7828 -2.1068
H -0.6172 2.5918 -2.6264
H 0.1918 1.0361 -2.8457
H 1.8964 1.5239 -1.2948
H 1.5852 3.1547 -1.9267
H -0.5467 3.6842 1.1456
H -0.5319 4.1721 -0.5620
H -2.4269 2.7768 -0.6663
H -1.9368 1.8634 0.7684
H -0.4808 0.4634 -0.4591
H -1.0901 -1.2556 -1.5783
H -3.7971 -1.2296 -2.7358
H -2.5581 -2.4147 -3.2119
H -2.4530 -4.9297 -1.8180
H -1.4635 -5.2591 -0.4019

As for the HOMO energy: -7.553 eV.

Atomic partial charges in e from the natural (NBO) method, atoms 1 to 6:
1. C -0.629
2. H 0.215
3. H 0.201
4. H 0.215
5. C -0.206
6. N -0.463

***

Version c
C21H30N4O4S | ωB97M-V/def2-TZVPD

Atoms and positions in Å:
C 3.1293 0.2458 2.5667
H 2.5391 0.1066 3.4708
O 2.3311 1.0145 1.6897
C 2.8409 1.1681 0.3913
C 2.4107 0.0230 -0.5512
N 0.9855 -0.1497 -0.4801
C 0.3056 -0.9972 0.3451
N -0.9821 -0.7747 0.2715
N -1.1680 0.2296 -0.6005
C -0.0030 0.6075 -1.0451
C 0.2177 1.6782 -2.0593
O 1.1095 1.2974 -3.0823
C 0.7620 0.2554 -3.9085
C -0.4431 -0.4299 -3.8311
C -0.6861 -1.4924 -4.6963
C 0.2709 -1.8485 -5.6458
C 1.4578 -1.1487 -5.7202
C 1.7163 -0.1019 -4.8550
H 2.6409 0.4506 -4.8979
H 2.1962 -1.4246 -6.4573
H 0.0602 -2.6730 -6.3069
O -1.8210 -2.2384 -4.6810
C -2.8111 -1.9499 -3.7208
H -2.4233 -2.0292 -2.7005
H -3.2363 -0.9522 -3.8688
H -3.5889 -2.6970 -3.8696
H -1.1851 -0.1492 -3.1040
H 0.6849 2.5517 -1.5920
H -0.7587 1.9782 -2.4593
S 1.0821 -2.2237 1.2962
C -0.1779 -2.4470 2.5915
H -1.1231 -2.6836 2.1078
H 0.1823 -3.2825 3.1896
C -0.2375 -1.1800 3.4421
O 0.5146 -1.0036 4.3790
N -1.1883 -0.3193 3.0490
H -1.6566 -0.4864 2.1639
C -1.3156 1.0169 3.5967
C -2.7777 1.3067 3.9333
C -2.9213 2.7153 4.5019
C -2.3919 3.7483 3.5119
C -0.9334 3.4586 3.1712
C -0.7861 2.0520 2.6006
H 0.2620 1.8403 2.3805
H -1.3548 1.9700 1.6696
H -0.5663 4.1897 2.4482
H -0.3251 3.5458 4.0739
H -2.4833 4.7501 3.9365
H -2.9905 3.7149 2.5987
H -3.9706 2.9165 4.7265
H -2.3588 2.7865 5.4354
H -3.1409 0.5703 4.6527
H -3.3750 1.2157 3.0226
H -0.7090 1.0371 4.5080
H 2.6986 0.2630 -1.5764
H 2.8756 -0.9189 -0.2509
H 2.4292 2.1117 0.0197
H 3.9357 1.2373 0.3945
H 4.0585 0.7751 2.8052
H 3.3705 -0.7345 2.1465

As for the HOMO energy: -8.385 eV.

Atomic partial charges in e from the natural (NBO) method, atoms 1 to 6:
1. C -0.261
2. H 0.229
3. O -0.550
4. C -0.062
5. C -0.251
6. N -0.366

***

Pick version a: it beats the second-best structure by 1.007 eV.